Entry 1:
{"formula": "C33H27CoFN4OPS", "method": "ωB97M-V/def2-TZVPD", "symbols": ["Co", "C", "C", "N", "N", "C", "N", "S", "C", "C", "C", "C", "C", "N", "H", "H", "H", "H", "H", "H", "H", "H", "H", "O", "C", "C", "C", "C", "C", "C", "C", "P", "C", "C", "C", "C", "C", "C", "C", "C", "C", "C", "C", "C", "H", "H", "H", "H", "H", "H", "H", "H", "H", "H", "H", "H", "H", "H", "F", "C", "C", "C", "C", "C", "C", "H", "H", "H", "H"], "coordinates": [[0.88301, 0.26929, -1.12809], [-2.22723, -2.36238, -2.14831], [-1.37051, -1.23859, -1.65130], [-0.06576, -1.38196, -1.43648], [0.56770, -2.57670, -1.59501], [1.85427, -2.49479, -1.47817], [2.59120, -3.67261, -1.57482], [2.75969, -1.02136, -1.19534], [-1.84584, 0.06967, -1.44370], [-3.20653, 0.46345, -1.55567], [-3.56400, 1.76547, -1.37300], [-2.56802, 2.72466, -1.06026], [-1.27228, 2.28892, -0.92583], [-0.88927, 1.02303, -1.10300], [-1.66121, -3.28932, -2.09287], [-2.51220, -2.19848, -3.19154], [-3.14131, -2.46720, -1.55793], [2.15412, -4.38191, -2.14322], [3.56073, -3.50551, -1.79169], [-3.94757, -0.29142, -1.78474], [-4.60050, 2.06853, -1.46194], [-2.81272, 3.76540, -0.90271], [-0.48674, 2.98597, -0.65393], [2.42372, 2.54692, -1.29849], [1.93163, 1.81043, -0.45816], [2.10541, 2.08189, 1.00129], [2.90144, 3.14601, 1.42901], [3.08803, 3.39061, 2.77471], [2.49467, 2.55985, 3.72089], [1.73189, 1.48405, 3.30558], [1.50842, 1.25462, 1.94844], [0.57620, -0.13991, 1.21879], [-1.16630, 0.11810, 1.71377], [-1.68184, 1.35370, 2.08245], [-3.03382, 1.49533, 2.37015], [-3.87647, 0.39657, 2.31397], [-3.36443, -0.84745, 1.96177], [-2.02207, -0.98476, 1.65264], [0.98460, -1.50648, 2.38540], [0.42364, -1.57222, 3.66397], [0.84044, -2.53437, 4.57072], [1.81329, -3.45879, 4.20979], [2.36383, -3.41027, 2.93935], [1.95897, -2.43798, 2.03333], [3.37488, 3.75716, 0.66959], [3.70202, 4.22181, 3.10132], [2.64253, 2.75451, 4.77616], [1.30209, 0.81968, 4.04460], [-1.02016, 2.20980, 2.14714], [-3.42932, 2.46566, 2.64438], [-4.92871, 0.50136, 2.54785], [-4.01762, -1.71122, 1.93164], [-1.62535, -1.95240, 1.36578], [-0.35133, -0.87113, 3.94779], [0.40492, -2.56269, 5.56234], [2.12823, -4.21916, 4.91390], [3.11581, -4.13285, 2.64723], [2.39564, -2.39989, 1.04407], [0.03289, 1.28007, -7.09500], [0.32446, 1.07044, -5.77475], [0.23653, 2.11979, -4.88698], [0.52084, 1.88309, -3.54485], [0.85811, 0.61687, -3.05877], [0.96562, -0.39707, -4.00948], [0.70651, -0.18521, -5.36413], [-0.07051, 3.10043, -5.23096], [0.48365, 2.72910, -2.87207], [1.26286, -1.39517, -3.71228], [0.78513, -0.99093, -6.08433]], "energy_ha": -3790.2271, "charge": -1, "fmax_ev_per_a": 2.7, "s2": 0.776, "relative_energy_ev": 0.0000, "multiplicity": 2, "homo_lumo_gap_ev": [4.824, 6.896]}



Entry 2:
{"formula": "C33H27N11Tl", "method": "ωB97M-V/def2-TZVPD", "symbols": ["Tl", "C", "C", "N", "C", "C", "N", "C", "C", "C", "C", "C", "N", "C", "C", "N", "C", "C", "N", "C", "C", "C", "N", "C", "C", "H", "H", "H", "H", "H", "H", "H", "H", "H", "H", "H", "H", "N", "C", "C", "C", "C", "C", "N", "C", "C", "C", "C", "C", "N", "H", "H", "H", "H", "H", "H", "H", "H", "H", "N", "C", "C", "C", "N", "C", "C", "H", "H", "H", "H", "H", "H"], "coordinates": [[-0.22013, -1.28751, -1.34898], [-0.10992, -5.64883, 2.46930], [-0.67767, -4.77014, 1.55587], [-0.40833, -3.47391, 1.58710], [0.41468, -3.01652, 2.53368], [0.96714, -3.91123, 3.45073], [0.71374, -5.21138, 3.40947], [0.63910, -1.54269, 2.59882], [1.44542, -0.98759, 3.58556], [1.51303, 0.39244, 3.72058], [0.75826, 1.16442, 2.84823], [0.03910, 0.54815, 1.83003], [-0.01095, -0.78060, 1.71093], [-0.78199, 1.35947, 0.88606], [-0.91392, 2.74200, 1.03027], [-1.74048, 3.45884, 0.28191], [-2.44078, 2.82092, -0.64333], [-2.25025, 1.46504, -0.86971], [-1.42497, 0.74811, -0.11775], [2.35154, 1.01582, 4.76665], [2.54096, 0.40203, 6.00186], [3.37298, 1.00751, 6.93098], [3.99848, 2.15814, 6.71084], [3.80708, 2.75161, 5.53887], [3.00098, 2.22628, 4.54013], [-0.31544, -6.71175, 2.45030], [-1.36132, -5.09990, 0.78080], [1.63099, -3.59186, 4.24482], [2.01846, -1.62307, 4.24513], [0.72079, 2.23699, 2.97079], [-0.35744, 3.30360, 1.76980], [-3.14039, 3.41284, -1.22017], [-2.74963, 0.92994, -1.66841], [2.03534, -0.52170, 6.24995], [3.55124, 0.54841, 7.89668], [4.33093, 3.68911, 5.39038], [2.90758, 2.73771, 3.59108], [-3.46775, -1.17454, -4.06709], [-3.65547, -1.88384, -2.89084], [-4.65128, -2.87322, -2.88423], [-4.91656, -3.54378, -1.71259], [-4.21198, -3.20427, -0.56038], [-3.24522, -2.22895, -0.66444], [-2.94524, -1.59124, -1.80583], [-2.45957, -0.31094, -4.47513], [-2.70011, 0.45698, -5.62475], [-1.70011, 1.27167, -6.10468], [-0.47324, 1.29055, -5.44911], [-0.33611, 0.51036, -4.32093], [-1.30573, -0.26101, -3.81777], [-4.19521, -1.30332, -4.74830], [-5.19318, -3.10573, -3.79194], [-5.66814, -4.32138, -1.68733], [-4.40681, -3.68817, 0.38595], [-2.66100, -1.91759, 0.19626], [-3.65872, 0.40205, -6.12503], [-1.86905, 1.87998, -6.98307], [0.35087, 1.88863, -5.81044], [0.60326, 0.48342, -3.78240], [4.44152, 3.68824, -2.49679], [3.49410, 2.79965, -2.11241], [2.13197, 3.13850, -2.09989], [1.21099, 2.19579, -1.70560], [1.52389, 0.95632, -1.31313], [2.82243, 0.64054, -1.31683], [3.82608, 1.49782, -1.70787], [4.18196, 4.59821, -2.82788], [5.40309, 3.41304, -2.56845], [1.80674, 4.12190, -2.41520], [0.15193, 2.43302, -1.72199], [3.06052, -0.36717, -0.98925], [4.85690, 1.16775, -1.70989]], "energy_ha": -2048.4229, "charge": 1, "fmax_ev_per_a": 0.4, "homo_lumo_gap_ev": 7.851}



Entry 3:
{"formula": "C33H27N7O7PbS3", "method": "ωB97M-V/def2-TZVPD", "symbols": ["Pb", "C", "N", "C", "C", "N", "C", "C", "C", "C", "C", "C", "C", "S", "C", "C", "C", "C", "C", "C", "S", "H", "H", "H", "H", "H", "H", "H", "H", "H", "H", "H", "H", "H", "H", "H", "H", "H", "H", "N", "C", "C", "C", "C", "C", "C", "N", "C", "C", "C", "S", "C", "N", "H", "H", "H", "H", "H", "H", "H", "O", "C", "O", "C", "C", "C", "C", "C", "C", "O", "N", "O", "O", "N", "O", "O", "H", "H"], "coordinates": [[0.33135, -0.32360, -0.17192], [1.61305, 2.60465, 1.64743], [2.28700, 1.39686, 1.16248], [2.87553, 0.65661, 2.30025], [2.59955, -0.83967, 2.38689], [1.17543, -1.15957, 2.40518], [0.46256, -0.51064, 3.51207], [0.86028, -2.53062, 2.27085], [1.80201, -3.52868, 2.48651], [1.47882, -4.85902, 2.28133], [0.21415, -5.23039, 1.83315], [-0.71803, -4.25736, 1.57292], [-0.43127, -2.89545, 1.79882], [-1.56753, -1.73244, 1.29453], [3.21565, 1.65848, 0.09808], [3.86816, 2.88961, 0.03913], [4.75711, 3.19521, -0.97618], [5.00428, 2.25904, -1.96908], [4.34727, 1.04416, -1.93712], [3.45724, 0.70759, -0.90834], [2.70401, -0.88057, -1.00275], [2.25335, 3.21329, 2.29645], [0.73098, 2.32031, 2.21672], [1.29582, 3.21073, 0.80230], [2.51833, 1.13544, 3.21273], [3.96292, 0.77794, 2.29655], [3.09157, -1.17792, 3.31069], [3.04822, -1.36231, 1.54528], [0.99919, -0.67429, 4.45454], [-0.53373, -0.92923, 3.59707], [0.36478, 0.55916, 3.33886], [2.80010, -3.27714, 2.81368], [2.22997, -5.61580, 2.46495], [-0.01495, -6.26783, 1.63764], [-1.67788, -4.50955, 1.14511], [3.68575, 3.62700, 0.80789], [5.25359, 4.15582, -0.98704], [5.69273, 2.48070, -2.77350], [4.50955, 0.31760, -2.72315], [-2.23748, 3.74910, 0.16605], [-2.87214, 3.33008, 1.32203], [-3.82675, 3.93711, 2.12811], [-4.25178, 3.21637, 3.22663], [-3.74229, 1.93722, 3.50282], [-2.79633, 1.34361, 2.69160], [-2.35235, 2.05933, 1.58162], [-1.42508, 1.72458, 0.59781], [-1.39078, 2.75445, -0.20783], [-0.54975, 2.82979, -1.39879], [-0.65557, 3.70455, -2.43278], [0.48477, 3.30975, -3.63361], [1.03531, 2.00901, -2.68559], [0.42709, 1.88136, -1.54692], [-2.35729, 4.63122, -0.29968], [-4.22038, 4.92014, 1.90853], [-4.99471, 3.64433, 3.88563], [-4.10799, 1.40107, 4.36772], [-2.41797, 0.35076, 2.89542], [-1.36502, 4.50074, -2.57772], [1.81451, 1.34035, -3.01718], [0.21131, -4.60467, -1.60707], [-0.03198, -3.40871, -1.56033], [0.48934, -2.59932, -0.71299], [-1.08719, -2.84540, -2.49551], [-1.85261, -3.77205, -3.16861], [-2.88707, -3.37210, -4.00250], [-3.19115, -2.04391, -4.17531], [-2.41709, -1.10261, -3.52453], [-1.32025, -1.44788, -2.68699], [-0.58551, -0.52627, -2.16635], [-2.81647, 0.29159, -3.72975], [-1.99470, 1.17595, -3.56960], [-3.92992, 0.49307, -4.17757], [-3.68442, -4.37526, -4.70831], [-3.41910, -5.54420, -4.51703], [-4.58830, -3.98356, -5.42073], [-1.62810, -4.81998, -3.02652], [-4.01174, -1.73770, -4.80518]], "energy_ha": -3570.9706, "charge": 0, "fmax_ev_per_a": 1.8, "relative_energy_ev": 0.9074, "homo_lumo_gap_ev": [5.233, 5.232]}